The following is a DFT calculation (wB97M-V/def2-TZVPD) of a structure of composition C34H35I3N5O3S3SeY.

Structure (XYZ):
```
85
C34H35I3N5O3S3SeY, DFT wB97M-V/def2-TZVPD
I -5.288 -0.241 -2.694
I -5.346 -6.183 -1.836
I -2.072 3.169 -1.224
Y -1.067 0.233 -0.644
Se 2.022 -3.239 -2.109
S 1.639 -1.270 4.508
S 2.894 -1.367 1.294
S 0.835 1.260 2.075
O -2.887 -0.597 -0.654
O 3.716 1.756 -4.657
O -1.147 0.150 -2.772
N 0.751 -0.970 -0.749
N 0.482 -1.513 -5.485
N -1.092 -1.787 1.069
N 0.654 1.843 -1.647
N -2.337 0.656 1.794
C -4.478 -4.313 -1.501
C 2.190 3.598 -0.778
C -2.779 -2.975 -0.425
C 3.425 -1.286 4.136
C -0.172 3.890 -0.703
C -3.370 -4.206 -0.687
C -2.973 -0.201 3.931
C 1.269 -1.872 -1.306
C -2.360 -0.336 2.688
C 1.240 5.597 0.184
C -3.646 1.990 3.309
C 2.097 -0.095 -4.423
C -1.448 -3.004 0.316
C 0.445 1.231 3.849
C -0.181 -0.198 -3.579
C -3.346 -1.800 -0.958
C -4.454 -1.952 -1.826
C 1.400 1.457 -2.622
C -0.036 5.124 -0.094
C 3.527 0.361 -4.340
C 1.356 0.491 4.818
C -1.823 -1.717 -4.738
C -1.770 -1.688 2.352
C -5.026 -3.184 -2.094
C 3.878 -1.782 2.742
C 1.110 0.348 -3.509
C 2.346 4.833 -0.165
C 0.920 3.098 -1.053
C 3.275 0.383 1.048
C 2.635 1.400 2.006
C -2.994 1.785 2.111
C -3.620 0.973 4.253
C 1.738 -1.009 -5.369
C -0.443 -1.137 -4.632
H 3.906 0.232 -3.328
H -2.930 -5.101 -0.257
H -2.983 2.570 1.369
H -2.561 -0.940 -4.949
H 0.375 2.265 4.193
H 3.344 5.199 0.045
H 2.474 -1.391 -6.071
H -2.605 -2.391 2.364
H -1.103 -1.988 3.165
H 2.938 0.572 0.025
H 2.266 2.062 -2.893
H 3.061 3.002 -1.035
H 3.898 -2.873 2.721
H -4.162 2.926 3.491
H 3.788 -0.272 4.306
H 2.868 2.412 1.684
H -0.561 0.815 3.881
H 0.900 0.576 5.803
H -1.442 -3.878 0.974
H -4.097 1.095 5.218
H 4.360 0.509 1.071
H 4.133 -0.268 -4.992
H -0.913 5.710 0.156
H -0.654 -3.169 -0.410
H -2.941 -1.034 4.628
H -5.879 -3.261 -2.752
H 4.901 -1.444 2.567
H -0.092 -1.800 1.220
H 2.327 0.978 4.889
H 3.021 1.270 3.015
H 1.364 6.560 0.665
H 3.382 1.905 -5.549
H -2.122 -2.177 -3.793
H -1.837 -2.464 -5.528
H 3.890 -1.912 4.897
```

Summary:
Max |F| ... 2.5 eV Å⁻¹
HOMO level ... -7.626 eV
Energy ... -6343.70404 Eh

The following is a DFT calculation (wB97M-V/def2-TZVPD) of the molecule C8H14N2O.

Structure (XYZ):
```
25
C8H14N2O, DFT wB97M-V/def2-TZVPD
O -0.283 -2.391 -0.734
N 0.441 2.305 0.447
N -0.235 -0.094 0.078
C 1.257 -0.589 -1.573
C 1.507 0.737 -1.178
C 0.284 -1.107 -0.666
C 2.608 1.705 -1.608
C -2.518 -0.710 0.266
C -1.289 -0.258 1.060
C 0.595 1.022 -0.221
C -0.858 -1.195 2.091
H 0.441 -2.939 -1.061
H 3.075 1.607 -2.644
H -0.449 2.845 0.200
H -2.289 -1.547 -0.414
H 0.110 -0.959 2.517
H -2.809 0.053 -0.483
H 0.316 2.136 1.462
H -0.857 -2.250 1.790
H 3.342 1.413 -0.901
H 2.398 2.756 -1.592
H -1.600 0.710 1.584
H -1.555 -1.098 2.996
H -3.386 -0.892 0.871
H 1.756 -1.259 -2.287
```

Summary:
Max |F| ... 3.6 eV Å⁻¹
HOMO level ... -7.299 eV
Energy ... -497.93544 Eh

The following is a DFT calculation (wB97M-V/def2-TZVPD) of a structure of composition C53H46Cl3IrN8OS3Si.

Structure (XYZ):
```
116
C53H46Cl3IrN8OS3Si, DFT wB97M-V/def2-TZVPD
Ir 1.609 -0.855 -1.553
Cl -2.115 -1.984 -4.722
Cl 2.798 -0.141 -3.488
Cl 1.382 -0.814 -8.646
S -0.794 -1.660 0.560
S -1.534 1.033 1.364
S -0.061 2.021 -0.796
Si 3.912 1.047 0.007
O 0.065 -1.169 -2.927
N -0.583 2.095 0.777
N -1.795 -0.332 0.694
N 1.451 -4.995 -2.716
N 0.523 -1.594 -0.034
N 2.109 -2.739 -2.049
N 3.117 -0.481 -0.171
N 0.917 1.032 -1.135
N 1.138 -6.815 -1.057
C 3.483 -1.065 2.178
C -0.529 -3.425 4.718
C -0.702 -2.324 2.209
C 1.002 -0.914 -6.953
C -1.862 1.031 4.103
C -3.807 -4.382 -1.483
C 5.691 0.770 0.551
C -0.990 0.890 3.035
C 0.729 4.538 0.119
C 0.376 -1.094 -4.189
C -1.380 0.801 5.382
C -0.250 -1.352 -6.552
C -0.060 0.412 5.566
C 1.614 -0.649 -4.679
C -4.268 1.011 1.019
C -4.503 3.675 1.820
C -3.259 3.068 1.818
C 4.078 -3.304 2.845
C 0.792 0.260 4.480
C 0.883 4.064 -2.251
C 1.623 6.182 -1.395
C 1.804 -3.826 -2.342
C -3.163 1.741 1.424
C -2.028 -2.712 -0.204
C 3.164 2.247 1.276
C -4.011 2.128 -3.038
C 1.294 -5.940 -1.800
C -1.888 1.086 -2.598
C -3.568 -3.110 -1.983
C -2.658 -2.275 -1.359
C 3.835 -1.978 3.164
C 3.402 -1.425 0.821
C 0.335 0.509 3.197
C -3.709 3.151 -2.143
C -1.800 -2.246 3.057
C 0.551 -3.504 3.855
C 3.680 -2.768 0.522
C -5.624 2.960 1.412
C -1.705 -2.793 4.323
C 1.949 -0.556 -6.014
C -2.500 3.144 -1.470
C 4.030 2.028 -1.589
C -0.543 -1.432 -5.206
C -1.610 2.100 -1.702
C -2.240 -3.990 0.296
C 1.279 5.792 -0.109
C -3.105 1.105 -3.269
C 0.475 -2.945 2.583
C 0.537 3.690 -0.958
C -5.507 1.638 1.010
C -3.136 -4.826 -0.354
C 3.991 -3.687 1.510
C 1.425 5.319 -2.466
H 1.466 -3.996 4.156
H -4.957 2.139 -3.565
H 1.814 -0.066 4.622
H 6.187 0.046 -0.100
H 4.187 -4.714 1.227
H -2.246 3.938 -0.778
H 5.772 0.400 1.573
H -3.332 0.314 -3.973
H 1.701 5.621 -3.468
H -0.463 -3.861 5.707
H -4.598 4.707 2.128
H -2.895 1.310 3.947
H -3.298 -5.828 0.020
H 1.311 -2.984 1.897
H -4.148 -0.014 0.696
H -6.380 1.088 0.684
H 3.286 -0.037 2.461
H 4.505 2.983 -1.345
H -4.507 -5.036 -1.986
H 1.443 6.463 0.724
H -0.993 -1.636 -7.282
H -2.370 3.617 2.103
H 3.488 2.010 2.293
H 2.929 -0.211 -6.314
H 2.054 7.160 -1.564
H 4.667 1.533 -2.326
H 3.667 -3.080 -0.510
H 0.469 4.216 1.117
H 3.497 3.267 1.061
H -4.075 -2.775 -2.878
H 3.064 2.241 -2.042
H 0.989 0.385 2.340
H 2.072 2.246 1.260
H -6.593 3.441 1.404
H -1.708 -4.344 1.167
H 0.308 0.220 6.566
H -2.547 -2.735 5.001
H -1.169 0.285 -2.751
H 0.738 3.374 -3.074
H 3.913 -1.646 4.195
H 4.348 -4.020 3.610
H -2.039 0.916 6.232
H -2.428 -1.303 -1.768
H 6.242 1.714 0.489
H -2.714 -1.766 2.727
H -4.414 3.955 -1.975
```

Summary:
Max |F| ... 0.5 eV Å⁻¹
HOMO level ... -6.653 eV
Energy ... -5529.30460 Eh

The following is a DFT calculation (wB97M-V/def2-TZVPD) of a structure of composition C6H10O.

Structure (XYZ):
```
17
C6H10O, DFT wB97M-V/def2-TZVPD
O 0.218 -0.194 -1.390
C -0.143 -1.116 0.534
C -0.873 -0.930 -0.797
C -1.896 0.102 -0.445
C 0.633 0.085 -0.041
C -0.368 1.077 0.564
C 2.125 0.314 0.080
H -0.822 -0.407 1.215
H -0.021 1.217 1.631
H -0.582 2.042 0.165
H 0.369 -2.079 0.730
H -2.719 -0.255 0.189
H 2.676 -0.497 -0.411
H 2.449 0.366 1.126
H 2.393 1.255 -0.413
H -1.151 -1.813 -1.379
H -2.289 0.662 -1.314
```

Summary:
Max |F| ... 4.1 eV Å⁻¹
HOMO level ... -9.225 eV
Energy ... -309.68517 Eh

The following is a DFT calculation (wB97M-V/def2-TZVPD) of a cluster of 6 separate species, H12O6 in total.

Structure (XYZ):
```
18
H12O6, DFT wB97M-V/def2-TZVPD
O 2.734 0.203 1.474
O -2.391 -1.880 -0.279
O -0.410 0.960 -2.564
O 0.316 0.767 0.078
O 2.614 -0.506 -1.161
O -2.374 0.654 0.833
H -2.246 -1.097 0.214
H 0.986 1.132 0.676
H 2.358 0.234 2.333
H -0.305 0.005 -2.574
H 2.420 0.027 -0.367
H -0.052 1.171 -1.720
H -2.520 0.664 1.740
H -3.248 0.887 0.421
H -0.480 0.698 0.595
H 1.772 -0.801 -1.460
H 3.382 -0.491 1.419
H -2.552 -2.620 0.344
```

Summary:
Max |F| ... 3.0 eV Å⁻¹
HOMO level ... -10.421 eV
Energy ... -458.61575 Eh

The following is a DFT calculation (wB97M-V/def2-TZVPD) of a structure of composition CHBr2IO2S.

Structure (XYZ):
```
8
CHBr2IO2S, DFT wB97M-V/def2-TZVPD
I 2.098 1.289 0.879
Br -2.328 -0.339 -0.515
Br 0.578 -2.674 1.120
S 0.311 0.705 -0.590
O 0.745 -0.353 -1.436
O -0.067 1.894 -1.273
C -0.876 0.110 0.538
H -0.461 -0.632 1.277
```

Summary:
Max |F| ... 1.7 eV Å⁻¹
HOMO level (spin up / spin down) ... -10.385 / -10.110 eV
Energy ... -6032.94698 Eh

The following is a DFT calculation (wB97M-V/def2-TZVPD) of the molecule C6H8.

Structure (XYZ):
```
14
C6H8, DFT wB97M-V/def2-TZVPD
C -1.698 0.784 0.356
C 1.789 -0.594 0.078
C -1.297 -0.092 -0.796
C 2.333 -1.690 -0.150
C 0.860 0.303 0.633
C -0.294 0.837 -0.181
H -1.676 0.154 -1.784
H -2.362 1.623 0.163
H -1.177 -1.157 -0.618
H -0.063 1.724 -0.781
H 1.052 -1.099 0.987
H 3.179 -2.037 -0.693
H -1.837 0.312 1.324
H 1.192 0.933 1.463
```

Summary:
Max |F| ... 2.9 eV Å⁻¹
HOMO level ... -8.041 eV
Energy ... -233.19784 Eh

The following is a DFT calculation (wB97M-V/def2-TZVPD) of a structure of composition C19H27BaCl3GeN2Si2.

Structure (XYZ):
```
55
C19H27BaCl3GeN2Si2, DFT wB97M-V/def2-TZVPD
Ba -0.833 0.257 -0.484
Ge -1.716 2.902 -0.928
Cl -1.601 3.878 1.014
Cl -3.793 3.245 -1.473
Cl -0.542 4.255 -2.157
Si 2.759 -1.927 -0.639
Si 3.090 1.437 -0.537
N 0.550 -0.158 1.694
N -3.394 -0.501 -0.544
C 2.831 1.662 -2.411
C -8.040 -0.387 0.646
C -4.543 -0.424 -0.526
C 4.966 1.382 -0.151
C 2.382 -0.361 3.767
C -5.943 -0.351 -0.525
C -6.620 -0.196 -1.740
C 2.330 2.879 0.455
C 1.861 -0.220 1.421
C -6.660 -0.444 0.674
C 2.604 -2.021 -2.532
C 1.520 -3.164 0.126
C -7.999 -0.142 -1.749
C -8.710 -0.237 -0.561
C 2.301 -0.202 0.041
C 4.512 -2.445 -0.080
C 1.016 -0.301 4.037
C 0.152 -0.196 2.966
C 2.805 -0.320 2.457
H -6.131 -0.562 1.607
H 5.148 1.331 0.916
H 3.850 -0.365 2.199
H 1.876 1.280 -2.771
H 2.539 2.766 1.515
H 0.647 -0.334 5.051
H 4.567 -2.561 0.997
H 3.351 -1.422 -3.035
H 2.762 3.825 0.144
H 5.273 -1.731 -0.377
H 1.625 -1.709 -2.894
H 3.618 1.167 -2.967
H 5.448 2.282 -0.520
H 1.556 -3.126 1.211
H 0.489 -2.969 -0.188
H 3.098 -0.436 4.571
H 1.250 2.975 0.338
H -6.055 -0.123 -2.657
H 5.464 0.539 -0.617
H 2.752 -3.044 -2.855
H -8.595 -0.460 1.569
H -9.787 -0.195 -0.575
H -8.520 -0.026 -2.688
H 2.874 2.715 -2.665
H 4.778 -3.401 -0.522
H -0.921 -0.139 3.116
H 1.758 -4.183 -0.166
```

Summary:
2S+1 ... 2
Max |F| ... 2.6 eV Å⁻¹
<S²> ... 0.7534
HOMO level (spin up / spin down) ... -10.767 / -10.771 eV
Energy ... -4911.66023 Eh
Charge ... +1

The following is a DFT calculation (wB97M-V/def2-TZVPD) of a structure of composition C22H16F6N5O8S3V.

Structure (XYZ):
```
61
C22H16F6N5O8S3V, DFT wB97M-V/def2-TZVPD
V 0.082 0.027 0.182
S -1.442 -2.752 -0.041
S -0.451 -2.071 2.446
S 2.607 1.704 1.143
F 1.464 -1.951 4.216
F -3.201 -1.478 1.393
F 2.128 -2.096 2.158
F 1.335 -3.841 3.180
F -3.513 -3.624 1.370
F -4.015 -2.442 -0.370
O -1.435 -3.807 -0.980
O -0.327 -0.644 2.050
O -1.231 -1.392 -0.582
O 0.361 0.748 -1.726
O -1.383 -2.324 3.483
O 3.154 0.429 0.786
O 3.066 2.860 0.417
O 2.017 -1.708 -0.874
N 1.389 -0.970 -0.290
N 0.002 1.989 -2.061
N -1.527 1.298 0.309
N 0.945 1.579 0.951
N -0.515 -3.016 1.193
C 0.475 4.295 -2.153
C -1.218 2.504 0.870
C -2.165 3.534 1.037
C 1.242 -2.536 3.052
C 4.097 3.037 4.611
C -3.488 3.255 0.634
C -3.785 2.040 0.075
C 3.870 2.857 3.256
C -0.422 4.931 1.916
C 2.079 1.304 3.782
C 2.866 1.984 2.864
C 2.316 1.493 5.133
C -1.178 2.181 -2.676
C 0.147 2.688 1.225
C -1.737 4.764 1.581
C -2.771 1.090 -0.089
C 3.325 2.356 5.543
C 0.530 3.911 1.738
C -3.169 -2.591 0.642
C -0.761 4.530 -2.734
C 0.845 3.007 -1.829
C -1.587 3.449 -3.015
H 1.286 0.658 3.432
H 1.716 0.966 5.863
H 4.456 3.371 2.506
H -2.976 0.143 -0.565
H -1.745 1.285 -2.877
H -2.454 5.560 1.727
H 4.876 3.711 4.939
H -4.255 4.008 0.766
H -4.790 1.799 -0.242
H -1.070 5.537 -2.977
H 3.507 2.504 6.599
H -0.096 5.875 2.331
H 1.564 4.092 1.988
H 1.166 5.099 -1.947
H -2.540 3.582 -3.506
H 1.789 2.758 -1.364
```

Summary:
2S+1 ... 2
Max |F| ... 2.3 eV Å⁻¹
<S²> ... 0.8150
HOMO level (spin up / spin down) ... -11.519 / -11.574 eV
Energy ... -4461.15558 Eh
Charge ... +1

The following is a DFT calculation (wB97M-V/def2-TZVPD) of a structure of composition C25H17F10N4Pd.

Structure (XYZ):
```
57
C25H17F10N4Pd, DFT wB97M-V/def2-TZVPD
Pd -0.671 -0.510 0.335
F 0.155 4.497 -1.119
F 1.187 -0.489 2.031
F 3.681 -1.385 -1.942
F 5.649 1.071 1.576
F -0.379 5.166 -3.748
F -1.404 0.669 -4.701
F -1.090 3.174 -5.485
F -0.129 1.931 -0.260
F 5.739 -0.072 -0.896
F 3.310 0.820 3.067
N -1.305 -2.717 -0.841
N 1.181 -1.613 -0.337
N 1.147 3.937 5.907
N -1.259 0.047 -1.813
C 3.391 0.308 1.826
C -0.151 -3.274 -1.543
C -0.247 3.548 -1.985
C -0.499 3.891 -3.313
C -0.882 2.879 -4.186
C -1.070 1.584 -3.748
C -1.496 1.868 2.486
C -0.939 1.194 -2.375
C -0.051 2.293 4.367
C -0.429 2.253 -1.560
C 4.568 0.424 1.086
C 3.524 -0.844 -0.701
C -0.805 2.750 3.273
C -2.149 -0.453 1.904
C 0.626 3.200 5.192
C 1.069 -2.323 -1.584
C -1.463 0.470 2.741
C -1.906 -3.686 0.063
C -0.007 0.917 4.648
C -1.794 -1.026 -2.614
C -2.311 -2.169 -1.738
C 2.328 -0.372 1.292
C 2.289 -0.983 0.002
C 4.606 -0.167 -0.173
C -0.713 0.037 3.872
H 1.959 -2.946 -1.762
H -2.075 2.231 1.645
H -2.641 -0.670 -3.217
H 0.590 0.570 5.482
H -0.666 -1.023 4.088
H 0.164 -4.180 -1.023
H -0.825 3.809 3.057
H -2.290 -1.456 2.311
H -0.427 -3.556 -2.569
H -2.245 -4.593 -0.471
H -2.770 -3.240 0.559
H -2.997 -0.053 1.333
H 0.986 -1.622 -2.425
H -1.040 -1.410 -3.311
H -3.126 -1.780 -1.120
H -2.717 -2.953 -2.405
H -1.177 -3.969 0.822
```

Summary:
Max |F| ... 2.5 eV Å⁻¹
HOMO level (spin up / spin down) ... -4.122 / -4.119 eV
Energy ... -2308.33304 Eh
Charge ... -1

Question: What is the formula in the fourth record?
Answer: C6H10O

Question: Which of these has the lowest energy?
Answer: C34H35I3N5O3S3SeY

Question: Among the records above, which one has the lowest energy?
Answer: C34H35I3N5O3S3SeY